Density functional theory data (wB97M-V/def2-TZVPD) for a molecular structure, C28H42BrCaN3P2.

Structure (XYZ):
```
77
Properties=species:S:1:pos:R:3:lowdin_charge:R:1
C 2.04490 4.12546 -0.19172 -0.01
C 1.01190 3.61363 -1.01177 -0.24
C 1.25299 3.37730 -2.37688 -0.01
C 2.47333 3.80673 -2.90588 -0.11
N 3.40512 4.36158 -2.14263 0.08
C 3.23125 4.51118 -0.83313 -0.12
C -0.33319 3.38267 -0.54661 0.08
C -1.37781 2.91718 -0.05571 0.02
C -2.62147 2.79940 0.71227 -0.25
C -2.99486 1.57785 1.38913 -0.26
C -4.20237 1.43905 2.06792 -0.15
C -5.05038 2.53054 2.09021 -0.66
C -4.74746 3.73135 1.45611 -0.05
C -3.51952 3.87014 0.81438 0.01
Ca -0.98652 1.11880 2.62926 1.48
P 2.23758 -0.32212 0.25232 0.90
H 0.51107 2.86922 -2.98966 0.12
H 1.92651 4.18979 0.89107 0.11
H 2.64618 3.71993 -3.97705 0.12
H 4.02530 4.98560 -0.25646 0.12
H -3.23289 4.82419 0.38267 0.14
H -2.59961 0.51992 1.17779 0.07
H -5.47391 4.54909 1.46093 0.13
H -4.41386 0.46138 2.48033 0.11
C 2.92390 -2.03322 0.50796 -0.43
C 4.06302 -2.54891 -0.37220 -0.14
H 2.04047 -2.68750 0.41051 0.05
H 3.22077 -2.04672 1.56815 0.07
H 4.25057 -3.59036 -0.07822 0.08
H 3.82118 -2.55006 -1.44440 0.07
H 5.00270 -2.00068 -0.21338 0.06
C 2.57675 -0.09550 -1.56857 -0.42
C 3.95854 0.33386 -2.05060 -0.14
H 1.83128 0.65118 -1.88850 0.04
H 2.30457 -1.05551 -2.03460 0.06
H 3.93485 0.38799 -3.14714 0.08
H 4.25399 1.33078 -1.69626 0.07
H 4.75081 -0.38365 -1.79931 0.06
C 3.55369 0.74055 0.99667 -0.45
C 4.99467 0.24139 1.04220 -0.15
H 3.19483 0.92390 2.02268 0.05
H 3.49581 1.69861 0.45983 0.05
H 5.59758 0.98538 1.57626 0.08
H 5.11301 -0.70905 1.57511 0.07
H 5.45121 0.13993 0.05075 0.06
Br -6.69616 2.22141 2.98547 0.83
P -1.35155 -1.36456 -0.78660 0.91
C -0.43281 -2.35708 -2.02911 -0.43
C -1.10931 -3.61214 -2.58756 -0.14
H 0.50592 -2.64027 -1.51050 0.05
H -0.15838 -1.67615 -2.85429 0.08
H -0.38208 -4.12629 -3.23149 0.08
H -1.39670 -4.32427 -1.80029 0.07
H -1.97904 -3.38518 -3.22469 0.07
C -2.46644 -2.56513 0.06750 -0.44
C -3.82377 -2.90509 -0.54562 -0.15
H -2.61904 -2.15100 1.07960 0.03
H -1.87931 -3.48602 0.20706 0.07
H -4.36723 -3.54907 0.15876 0.08
H -4.45668 -2.02382 -0.70878 0.07
H -3.75112 -3.47712 -1.48188 0.07
C -2.48899 -0.27809 -1.75149 -0.44
C -2.96201 -0.75564 -3.11922 -0.15
H -1.94695 0.67381 -1.87298 0.05
H -3.36594 -0.04954 -1.12848 0.06
H -3.55409 0.03267 -3.59721 0.08
H -2.14468 -0.97315 -3.81160 0.07
H -3.62356 -1.62746 -3.07933 0.06
N -1.26972 -1.58287 5.25316 0.09
C -0.51318 -2.69107 4.88984 0.00
C -0.08847 -2.42979 3.62599 -0.07
N -0.57312 -1.19298 3.21263 -0.05
C -1.28807 -0.71317 4.23022 -0.32
H -1.74191 -1.44901 6.13770 0.18
H -0.36923 -3.51711 5.55570 0.14
H 0.54825 -3.01778 3.01107 0.11
H -1.80108 0.30067 4.27262 0.09
```

E_LUMO in eV: -7.0854
Charge: +2
Orbital gap in eV: 5.4

=====

Density functional theory data (wB97M-V/def2-TZVPD) for a molecular structure, C28H42BrN3P2V.

Structure (XYZ):
```
77
Properties=species:S:1:pos:R:3:mulliken_spin:R:1
C 3.50107 -3.80151 -5.83235 0.00
C 3.56121 -3.08654 -4.63104 0.00
C 4.83691 -2.67110 -4.19967 0.00
C 5.96745 -2.98950 -4.96612 0.00
N 5.87902 -3.68525 -6.10294 0.00
C 4.68046 -4.07875 -6.53958 0.00
C 2.36596 -2.86952 -3.82891 0.00
C 1.54393 -2.71323 -2.93015 -0.01
C 0.90811 -2.48005 -1.70175 0.00
C -0.03212 -1.41761 -1.78968 0.03
C 0.23507 -0.40978 -0.77381 0.01
C 0.32461 -1.14012 0.49165 0.03
C 0.92023 -2.38054 0.67248 -0.01
C 1.41515 -2.97209 -0.49952 -0.01
V -1.60738 -0.61594 -0.13205 -0.05
P -2.10454 1.81098 -0.04417 0.00
H 4.96459 -2.15286 -3.25789 0.00
H 2.56322 -4.18508 -6.19577 0.00
H 6.96602 -2.67219 -4.63787 0.00
H 4.64115 -4.63962 -7.47972 0.00
H 2.15613 -3.76808 -0.50742 0.00
H -0.41458 -1.15622 -2.77554 0.00
H 1.03352 -2.88544 1.63095 0.00
H -0.10586 0.66744 -0.78806 0.00
C -3.16586 2.38182 1.36287 0.00
C -3.08929 3.86772 1.77999 0.00
H -2.90816 1.72085 2.21290 0.00
H -4.20723 2.12651 1.08630 0.00
H -3.89217 4.08935 2.50775 0.00
H -2.12314 4.09863 2.26246 0.00
H -3.22357 4.54625 0.91961 0.00
C -0.49689 2.78945 -0.12099 0.01
C 0.19120 3.01377 -1.48143 0.00
H 0.18192 2.17376 0.49036 0.00
H -0.61605 3.74686 0.42094 0.00
H 1.24256 3.28557 -1.29738 0.00
H 0.21320 2.11481 -2.11667 0.00
H -0.27162 3.82928 -2.06098 0.00
C -2.98377 2.41739 -1.55886 0.00
C -3.27646 3.92633 -1.70238 0.00
H -3.93076 1.85004 -1.58625 0.00
H -2.37389 2.07498 -2.41502 0.00
H -3.64580 4.11662 -2.72704 0.00
H -4.05889 4.25943 -1.00197 0.00
H -2.37966 4.55044 -1.55167 0.00
Br -1.83235 -1.73682 2.06876 0.01
P 1.52522 0.54928 3.85401 0.63
C 0.66075 1.92372 2.98390 0.08
C 0.95563 3.21702 3.75067 0.03
H -0.41993 1.70404 2.91748 0.00
H 1.06436 1.95698 1.96361 -0.02
H 0.90539 4.08116 3.08010 0.01
H 0.24506 3.38362 4.56762 0.00
H 1.96495 3.17911 4.18666 0.00
C 0.14184 -0.50848 4.41786 0.09
C 0.39758 -1.35403 5.67858 0.02
H -0.11060 -1.14504 3.54544 0.04
H -0.74351 0.14285 4.54850 0.00
H -0.55457 -1.78067 6.02040 0.00
H 1.08607 -2.17477 5.46442 0.00
H 0.81507 -0.74472 6.48456 0.00
C 2.54381 -0.34516 2.57227 0.08
C 4.07010 -0.21378 2.76890 0.02
H 2.24870 -0.01201 1.55789 0.01
H 2.25435 -1.40889 2.67255 0.00
H 4.56980 -0.97113 2.14660 0.00
H 4.44293 0.77099 2.45358 0.00
H 4.33637 -0.38383 3.81956 0.00
N -3.82377 -2.41987 -0.13942 0.00
C -5.06032 -2.67437 -0.58534 0.00
C -5.20122 -1.97679 -1.78139 0.00
C -3.97469 -1.32143 -2.01543 0.00
N -3.12874 -1.56684 -0.96830 0.00
H -3.33350 -2.79888 0.66702 0.00
H -5.70254 -3.33635 -0.04142 0.00
H -6.08213 -1.97974 -2.39924 0.00
H -3.64510 -0.74245 -2.86403 0.00
```

E_LUMO (spin up / spin down) in eV: -15.3468 / -15.3193
Multiplicity: 2
Charge: +4
Orbital gap (spin up / spin down) in eV: 3.1 / 3.2

=====

Density functional theory data (wB97M-V/def2-TZVPD) for a molecular structure, C28H42CaNO2Si.

Structure (XYZ):
```
75
Properties=species:S:1:pos:R:3:lowdin_charge:R:1
O -1.05240 -6.52652 -0.90830 -0.10
C -0.60541 -7.37100 0.21024 -0.15
C -0.72300 -8.67095 -0.58734 -0.08
H -1.29716 -7.30099 1.05837 0.11
H 0.41790 -7.12080 0.51361 0.11
C -1.21921 -7.72631 -1.71831 -0.59
H -1.48338 -9.36325 -0.22902 0.11
H 0.22355 -9.15945 -0.81367 0.11
C -2.66226 -7.99138 -2.09968 -0.03
H -3.30280 -8.04986 -1.21272 0.09
H -2.72474 -8.94995 -2.63265 0.09
H -3.03665 -7.21106 -2.77317 0.09
C -0.32898 -7.72103 -2.94449 -0.03
H 0.72092 -7.57013 -2.66976 0.09
H -0.64397 -6.93375 -3.64106 0.09
H -0.41874 -8.68403 -3.46400 0.09
Ca 0.21430 1.48662 -0.13868 1.30
C 2.43362 2.35088 -1.40417 -0.23
C 2.77204 2.33136 -0.02193 -0.24
C 2.87709 0.96795 0.38563 -0.23
H 2.98073 3.20126 0.60163 0.07
C 2.64798 0.15316 -0.76045 -0.23
C 2.37235 1.00734 -1.86466 -0.22
H 2.23594 0.68445 -2.89804 0.09
H 2.29582 3.24167 -2.01776 0.09
H 3.17635 0.61175 1.37243 0.08
H 2.78469 -0.92752 -0.81146 0.08
C -1.31956 3.18772 -1.66041 -0.21
C -0.79228 2.28026 -2.61692 -0.21
C -1.35362 0.99529 -2.36674 -0.24
H -0.11660 2.52458 -3.43733 0.09
C -2.21244 1.10517 -1.23299 -0.26
C -2.18853 2.46442 -0.79473 -0.24
H -2.78096 2.88546 0.01830 0.08
H -1.15294 4.26459 -1.63447 0.09
H -1.22509 0.10694 -2.98855 0.08
H -2.84267 0.30903 -0.83229 0.08
O -0.09624 -0.92550 -0.04391 -0.30
C -0.15203 -1.91804 -1.13376 -0.17
C 0.22276 -3.25455 -0.51999 -0.16
H 0.51686 -1.59019 -1.93783 0.12
H -1.18170 -1.93208 -1.50893 0.12
C -0.22128 -3.10415 0.93806 -0.17
H 1.31136 -3.38811 -0.55605 0.11
H -0.25129 -4.10609 -1.01054 0.10
C 0.02257 -1.63380 1.23721 -0.17
H 0.31454 -3.76890 1.61744 0.11
H -1.29276 -3.32458 1.00458 0.12
H 1.04473 -1.47948 1.60649 0.12
H -0.68992 -1.19511 1.94529 0.12
C 0.13128 1.78533 3.24687 -0.19
Si 0.26482 3.62299 2.86762 0.35
C -1.13959 4.48287 3.76103 -0.20
C 1.91825 4.28272 3.46908 -0.18
N 0.18580 3.84406 1.12502 -0.15
C 0.22496 5.08892 0.58212 -0.43
C -0.80988 6.05317 0.82543 -0.07
C -0.69994 7.37023 0.39147 -0.13
C 0.41602 7.77322 -0.35914 -0.16
C 1.41716 6.84412 -0.67717 -0.13
C 1.32043 5.52939 -0.23573 -0.05
H 0.19802 1.69199 4.34351 0.03
H 0.94201 1.16909 2.82697 0.01
H -0.83830 1.35629 2.94605 0.03
H -1.07287 4.29043 4.84311 0.02
H -1.12775 5.57091 3.60938 0.02
H -2.10941 4.10323 3.41156 0.03
H 2.75395 3.71119 3.04104 0.02
H 2.05424 5.33609 3.18096 0.03
H 2.01200 4.22885 4.56524 0.02
H -1.68077 5.73907 1.40593 0.09
H -1.48418 8.09152 0.63443 0.09
H 0.50124 8.79909 -0.69907 0.07
H 2.27963 7.14489 -1.27134 0.09
H 2.12541 4.82896 -0.45692 0.07
```

E_LUMO in eV: 1.9086
Charge: -1
Orbital gap in eV: 5.3

=====

Density functional theory data (wB97M-V/def2-TZVPD) for 3 unconnected molecules or ions with the total composition C28H42FN3O8S2.

Structure (XYZ):
```
84
Properties=species:S:1:pos:R:3:lowdin_charge:R:1
C -6.58863 0.16743 0.38221 -0.14
C -6.85105 1.43720 -0.60833 -0.23
C -5.55368 1.83434 -1.46957 -0.29
C -4.28438 1.73976 -0.44524 -0.10
C -5.55505 3.35800 -1.98652 -0.08
C -6.57685 4.44035 -1.54814 -0.01
C -6.55305 5.93036 -2.02403 -0.05
C -5.43462 6.33607 -3.01871 -0.01
C -4.40080 5.26480 -3.47292 -0.03
C -4.44374 3.76267 -2.99364 0.01
C -3.32646 2.74740 -3.58611 -0.24
O -3.62322 1.59917 -3.98692 0.06
C -1.83536 3.37782 -3.65515 0.03
C -1.79831 4.88256 -4.12858 -0.04
C -0.45884 5.64443 -4.24002 0.01
C 0.84658 4.87447 -3.84021 0.00
C 0.80287 3.38188 -3.34751 -0.09
C 2.23122 2.73597 -2.93285 -0.08
C 2.28040 2.64701 -1.30659 -0.59
N 1.23039 3.53326 -0.68087 0.08
N 3.65335 3.11807 -0.85446 0.03
N 2.10950 1.26215 -0.78364 0.06
C -0.55038 2.57601 -3.25957 0.00
C -0.56782 1.05124 -2.79602 -0.27
C -1.22644 0.80623 -1.34114 -0.06
F -1.13281 0.14809 -3.78884 -0.07
C -3.18968 5.62405 -4.47875 -0.26
O -3.33297 6.40754 -5.45211 0.04
H -5.95936 0.47112 1.30231 0.07
H -7.59703 -0.26454 0.74845 0.08
H -5.95625 -0.62341 -0.16973 0.08
H -7.67661 1.15783 -1.35186 0.11
H -7.20174 2.29000 0.08285 0.10
H -5.41114 1.06455 -2.29742 0.14
H -3.96152 0.64931 -0.25918 0.08
H -3.39382 2.31740 -0.90491 0.06
H -4.50200 2.22716 0.56386 0.09
H -7.40299 4.17912 -0.78843 0.09
H -7.34067 6.66439 -1.61605 0.10
H -5.39180 7.40499 -3.40280 0.10
H -0.48796 6.72057 -4.60356 0.10
H 1.81769 5.47002 -3.93851 0.10
H 3.03727 3.48287 -3.23524 0.11
H 2.35869 1.68985 -3.37770 0.12
H 0.77957 2.99312 0.08135 0.07
H 1.78237 4.28679 -0.22328 0.08
H 4.30257 2.34922 -1.08271 0.06
H 3.57505 3.10423 0.18566 0.07
H 2.03066 1.23492 0.24497 0.07
H 2.85370 0.62226 -1.09065 0.08
H 0.53309 0.71433 -2.68876 0.11
H -1.23404 1.73335 -0.67867 0.08
H -0.57558 -0.00078 -0.83320 0.08
H -2.24938 0.33539 -1.52033 0.07
O 3.75610 0.03630 1.77594 -0.30
S 4.79770 -0.88128 1.39346 0.59
O 4.73361 -1.63826 0.17024 -0.28
O 5.08607 -1.89243 2.61951 -0.26
C 3.99901 -2.66903 3.13044 -0.26
C 3.61302 -3.79295 2.18624 -0.07
C 6.35012 -0.02831 1.42763 -0.12
H 3.14095 -2.02694 3.35266 0.12
H 4.33207 -3.09974 4.07806 0.12
H 3.21526 -3.40122 1.24777 0.07
H 2.84730 -4.42963 2.63316 0.08
H 4.48513 -4.40227 1.93836 0.09
H 6.43236 0.52378 2.36255 0.08
H 6.36760 0.65937 0.58158 0.07
H 7.15459 -0.75647 1.32975 0.08
O 4.21842 -6.53157 4.61112 -0.29
S 3.76534 -7.76812 4.03104 0.60
O 2.66698 -7.81583 3.10164 -0.28
O 3.49634 -8.83808 5.21304 -0.26
C 2.57518 -8.48881 6.24770 -0.27
C 1.13656 -8.53615 5.76416 -0.08
C 5.14731 -8.58886 3.28627 -0.12
H 2.82062 -7.50664 6.66360 0.12
H 2.70484 -9.21924 7.05032 0.12
H 0.95098 -7.77595 5.00283 0.07
H 0.44411 -8.35832 6.58924 0.08
H 0.91497 -9.50614 5.31324 0.09
H 5.97920 -8.59380 3.98882 0.07
H 5.41635 -8.03243 2.38804 0.08
H 4.85294 -9.60333 3.01938 0.08
```

E_LUMO in eV: -0.6615
SMILES: CC[C@H](C)c1cccc2c1C(=O)c1c(ccc(CC(N)(N)N)c1[C@@H](C)F)C2=O.CCOS(C)(=O)=O.CCOS(C)(=O)=O
Orbital gap in eV: 7.8